1.
The following is a DFT calculation (ωB97M-V/def2-TZVPD) of a 4-piece molecular cluster, C23H47NO14 overall in a non-equilibrium geometry.

```
! wB97M-V def2-TZVPD RIJCOSX def2/J DEFGRID3
* xyz 0 1
C -5.322 0.921 -2.446
C -5.239 2.541 -2.429
O -4.265 3.075 -3.345
C -2.936 3.131 -2.770
C -2.027 2.063 -3.547
O -1.122 2.624 -4.529
C -0.047 3.354 -3.928
O 0.654 2.646 -2.894
C 2.069 2.933 -2.874
C 2.537 3.484 -1.416
C 2.966 2.227 -0.489
C 1.677 1.449 0.112
O 1.948 0.014 0.073
N 3.773 4.325 -1.675
C 3.369 5.721 -1.308
C 4.470 6.817 -1.671
O 5.566 6.460 -2.150
H -5.554 0.502 -1.400
H -6.193 0.565 -3.105
H -4.352 0.444 -2.837
H -5.162 2.949 -1.369
H -6.264 2.888 -2.821
H -3.003 2.787 -1.673
H -2.532 4.198 -2.860
H -2.754 1.391 -4.132
H -1.542 1.388 -2.771
H 0.623 3.706 -4.793
H -0.470 4.323 -3.463
H 2.421 3.700 -3.632
H 2.606 1.920 -2.982
H 1.726 4.085 -0.893
H 3.507 2.688 0.408
H 3.664 1.521 -1.063
H 1.583 1.744 1.210
H 0.776 1.734 -0.519
H 2.016 -0.208 -0.882
H 4.502 4.010 -1.015
H 2.407 5.969 -1.869
H 3.221 5.735 -0.168
H 4.215 7.907 -1.438
C -0.239 -1.880 2.524
C 0.923 -1.942 3.498
O 0.874 -3.139 4.286
C 1.276 -4.260 3.664
O 1.675 -4.338 2.530
O 1.137 -5.283 4.522
C 1.436 -6.556 3.951
H -1.189 -2.000 3.051
H -0.245 -0.927 1.992
H -0.182 -2.682 1.786
H 0.854 -1.104 4.196
H 1.884 -1.856 2.984
H 2.427 -6.563 3.493
H 0.672 -6.825 3.219
H 1.423 -7.294 4.754
C -3.527 -4.013 -8.382
C -3.904 -3.739 -6.938
O -2.791 -3.215 -6.204
C -2.511 -1.920 -6.425
O -3.112 -1.180 -7.163
O -1.432 -1.598 -5.695
C -0.964 -0.267 -5.916
H -2.647 -4.659 -8.432
H -4.352 -4.496 -8.910
H -3.276 -3.091 -8.908
H -4.185 -4.676 -6.453
H -4.764 -3.068 -6.866
H -1.761 0.463 -5.775
H -0.539 -0.184 -6.918
H -0.178 -0.061 -5.188
C 1.880 -3.403 7.306
C 1.144 -2.079 7.234
O 0.579 -1.737 8.507
C 1.445 -1.261 9.415
O 2.627 -1.092 9.249
O 0.767 -1.026 10.551
C 1.594 -0.608 11.636
H 1.227 -4.184 7.703
H 2.231 -3.703 6.318
H 2.744 -3.341 7.971
H 0.311 -2.165 6.534
H 1.791 -1.276 6.869
H 2.207 0.252 11.360
H 2.222 -1.438 11.966
H 0.941 -0.317 12.460
*
```

## Properties
- HOMO level: -9.578 eV
- Calculated total energy: -54764.07134 eV
- Kohn-Sham gap: 10.031 eV
- SMILES string: CCOCCOCOC[C@@H](CCO)NCC=O.CCOC(=O)OC.CCOC(=O)OC.CCOC(=O)OC

Atomic partial charges in e from the Löwdin method, atoms 1 to 2: number 1, C, carries -0.08; number 2, C, carries -0.26

=====

2.
The following is a DFT calculation (ωB97M-V/def2-TZVPD) of the molecule C4H6OS in a non-equilibrium geometry.

```
! wB97M-V def2-TZVPD RIJCOSX def2/J DEFGRID3
* xyz 0 1
C 0.821 -0.235 0.423
C 2.045 0.023 0.233
C -0.845 1.301 0.178
C -1.053 -1.184 -0.319
O 0.112 -1.352 0.357
S -2.206 0.255 0.079
H 2.950 -0.691 0.187
H 2.239 1.147 0.120
H -0.822 1.841 1.091
H -0.664 1.812 -0.706
H -0.899 -0.857 -1.336
H -1.677 -2.062 -0.307
*
```

## Properties
- HOMO level: -8.744 eV
- Calculated total energy: -17123.59980 eV
- Kohn-Sham gap: 9.312 eV

Atomic partial charges in e from the Löwdin method, atoms 1 to 2: number 1, C, carries -0.24; number 2, C, carries 0.00

=====

3.
The following is a DFT calculation (ωB97M-V/def2-TZVPD) of C10H24FeN2O8P as an isolated structure in a non-equilibrium geometry.

```
! wB97M-V def2-TZVPD RIJCOSX def2/J DEFGRID3
* xyz -3 9
Fe -1.355 -5.013 1.809
P -2.503 -5.040 5.316
O -1.499 -4.547 6.441
O -2.049 -6.096 4.273
O -2.305 -3.857 4.291
O -4.010 -5.143 5.495
C -4.492 -2.995 -2.660
C -4.776 -4.158 -1.578
O -4.119 -4.073 -0.367
H -4.903 -3.149 -3.658
H -3.451 -2.675 -2.616
H -4.948 -2.042 -2.394
H -4.791 -5.190 -1.928
H -5.846 -4.144 -1.375
C 2.955 -2.261 -0.869
C 1.708 -2.263 0.044
O 1.610 -3.084 1.153
H 3.074 -3.268 -1.270
H 3.831 -1.952 -0.298
H 2.738 -1.563 -1.677
H 0.948 -2.255 -0.737
H 1.479 -1.289 0.476
C 4.301 2.670 3.163
O 4.244 1.940 4.112
N 4.239 4.058 3.245
C 4.444 4.928 2.131
C 3.934 4.709 4.540
H 4.434 2.302 2.134
H 3.536 5.325 1.676
H 4.885 4.427 1.269
H 5.040 5.800 2.399
H 4.601 5.553 4.713
H 2.905 5.062 4.616
H 3.989 4.078 5.427
C -2.275 1.471 -5.008
O -1.923 1.231 -6.182
N -1.581 2.043 -4.034
C -2.183 2.284 -2.717
C -0.201 2.409 -4.372
H -3.275 1.298 -4.582
H -3.162 2.760 -2.776
H -1.418 2.757 -2.101
H -2.428 1.435 -2.078
H 0.420 1.531 -4.197
H -0.006 2.705 -5.403
H 0.185 3.282 -3.845
*
```

## Properties
- HOMO level (spin up / spin down): 3.545 / 0.839 eV
- Calculated total energy: -73783.67307 eV
- Kohn-Sham gap (spin up / spin down): 1.656 / 2.892 eV

Atomic partial charges in e from the Löwdin method, atoms 1 to 2: number 1, Fe, carries 0.79; number 2, P, carries -0.10

=====

4.
The following is a DFT calculation (ωB97M-V/def2-TZVPD) of C39H32AgN3O2S4Te as an isolated structure.

```
! wB97M-V def2-TZVPD RIJCOSX def2/J DEFGRID3
* xyz -2 1
Ag -0.460 0.465 -1.061
C 0.502 4.997 0.954
C 1.873 5.044 1.143
C 2.650 3.973 0.729
C 2.016 2.879 0.143
N 0.695 2.820 0.009
C -0.045 3.854 0.383
C 2.769 1.707 -0.408
C 4.116 1.795 -0.744
C 4.732 0.687 -1.304
C 3.988 -0.459 -1.517
C 2.642 -0.450 -1.174
N 2.055 0.609 -0.626
H -0.139 5.819 1.246
H 2.339 5.905 1.607
H 3.721 3.984 0.874
H -1.109 3.750 0.191
H 4.662 2.720 -0.614
H 5.776 0.732 -1.590
H 4.420 -1.344 -1.961
H 1.999 -1.308 -1.340
S -2.331 2.324 -1.645
S -1.000 3.105 -3.025
S -0.726 1.644 -4.476
S 0.229 0.028 -3.606
C -5.067 -4.736 -1.779
C -3.762 -4.081 -1.406
C -2.541 -4.621 -1.754
C -1.327 -4.023 -1.422
C -0.123 -4.747 -1.846
O -0.153 -5.637 -2.691
C 1.219 -4.502 -1.202
C 2.353 -4.496 -2.003
C 3.616 -4.418 -1.430
C 3.752 -4.363 -0.051
C 2.618 -4.377 0.754
C 1.359 -4.436 0.180
C -1.279 -2.731 -0.759
O -0.217 -2.088 -0.618
C -2.580 -2.238 -0.291
C -3.739 -2.901 -0.662
C -2.703 -1.043 0.553
N -1.717 -0.271 0.827
C -1.884 0.804 1.787
C -0.583 0.940 2.561
Te -0.683 2.527 3.996
C -2.332 1.697 5.030
C -3.629 1.926 4.572
C -4.713 1.328 5.200
C -4.514 0.505 6.299
C -3.227 0.279 6.767
C -2.141 0.871 6.133
C -4.070 -0.704 1.086
C -4.723 0.410 0.565
C -5.960 0.790 1.067
C -6.548 0.069 2.099
C -5.897 -1.040 2.624
C -4.666 -1.429 2.112
H -4.893 -5.587 -2.441
H -5.731 -4.042 -2.302
H -5.611 -5.105 -0.904
H -2.494 -5.553 -2.308
H 2.233 -4.553 -3.077
H 4.494 -4.399 -2.065
H 4.736 -4.295 0.398
H 2.716 -4.318 1.831
H 0.471 -4.410 0.798
H -4.692 -2.473 -0.369
H -2.706 0.618 2.486
H -2.097 1.737 1.252
H 0.239 1.180 1.885
H -0.341 0.025 3.097
H -3.787 2.549 3.701
H -5.711 1.487 4.810
H -5.359 0.029 6.782
H -3.064 -0.370 7.619
H -1.137 0.678 6.489
H -4.252 0.972 -0.237
H -6.462 1.654 0.649
H -7.512 0.370 2.493
H -6.348 -1.605 3.432
H -4.157 -2.300 2.508
*
```

## Properties
- HOMO level: -0.479 eV
- Calculated total energy: -104163.65609 eV
- Kohn-Sham gap: 3.946 eV

Atomic partial charges in e from the Löwdin method, atoms 1 to 2: number 1, Ag, carries 0.46; number 2, C, carries -0.08

=====

Question: Among the records above, which one has the lowest calculated total energy?
Answer: C39H32AgN3O2S4Te

=====

Question: calculated total energy of number 3 (C10H24FeN2O8P)?
Answer: -73783.67307 eV

=====

Question: Among the records above, which one has the highest calculated total energy?
Answer: C4H6OS